[1]
Here is one molecule with the formula C5H8N2O in a non-equilibrium geometry from OMol25. Energies are from the ωB97M-V functional and the def2-TZVPD basis.

Relative energy (zero: lowest compared OMol25 entry of this formula, charge and spin) ... 687.88 kJ/mol
Lowest unoccupied orbital energy ... 1.0 eV
Spin multiplicity ... 1
HOMO level ... -9.30 eV
Total energy ... -379.8262 Eh
SMILES ... C1=NN2C[C@H]2COC1
F_max ... 4.9 eV/Å

Element x y z (Å)
C 0.70544 1.24462 -1.11816
N 0.31751 1.97801 -0.17252
N -0.73988 1.06054 0.57802
C -0.29036 0.59131 2.05677
C 0.10783 -0.20940 0.90574
C -0.63540 -1.42966 0.35158
O -0.91098 -0.96315 -1.09964
C 0.16889 -0.24121 -1.74608
H 1.16651 1.81166 -1.99026
H -1.24758 0.04645 2.64160
H 0.43890 1.22246 2.59946
H 1.21111 -0.05126 0.77246
H 0.20415 -2.29077 0.03437
H -1.59618 -2.02561 0.81348
H 1.04773 -0.80175 -1.84608
H 0.05231 0.05777 -2.78074

[2]
Here is one molecule with the formula C5H8N2O2 from OMol25. Energies are from the ωB97M-V functional and the def2-TZVPD basis.

Relative energy (zero: lowest compared OMol25 entry of this formula, charge and spin) ... 247.68 kJ/mol
Lowest unoccupied orbital energy ... 0.4 eV
Spin multiplicity ... 1
HOMO level ... -8.55 eV
Total energy ... -455.2642 Eh
SMILES ... [H]/N=C\C(CC=C(O)O)=N/[H]
F_max ... 0.7 eV/Å

Element x y z (Å)
H -0.29612 1.28175 -2.34579
N -0.97789 0.52242 -2.29457
C -0.60693 -0.48290 -1.63364
C 0.71765 -0.68555 -0.98429
C 1.19384 0.39339 -0.04740
C 0.65738 0.09885 1.32991
C -0.57813 0.37408 1.74477
O -0.98233 0.08602 2.99864
O -1.56759 0.97138 1.02374
N 1.44235 -1.69502 -1.19618
H 1.03841 -2.40273 -1.80725
H -1.29814 -1.32316 -1.59957
H 2.28149 0.37586 -0.01356
H 0.86216 1.37705 -0.39690
H 1.30682 -0.41309 2.01561
H -1.89410 0.39218 3.09494
H -1.29889 1.12949 0.11154

[3]
Here is a 2-piece molecular cluster, C5H8N2O2 overall in a non-equilibrium geometry from OMol25. Energies are from the ωB97M-V functional and the def2-TZVPD basis.

Relative energy (zero: lowest compared OMol25 entry of this formula, charge and spin) ... 360.62 kJ/mol
Lowest unoccupied orbital energy (alpha / beta) ... 0.4 / 0.3 eV
Spin multiplicity ... 1
HOMO level (alpha / beta) ... -7.27 / -6.89 eV
Total energy ... -455.2211 Eh
F_max ... 2.4 eV/Å

Element x y z (Å)
C -2.03958 0.18750 -0.10731
C 1.00453 0.63179 -1.48741
C -1.46265 -1.20813 -0.05275
C -0.07898 0.39705 0.73566
C 0.89368 0.91362 1.72837
N -1.20427 1.03936 0.36959
N 1.59315 -0.54003 -1.49174
O 0.93928 1.58609 -2.19236
O -0.22345 -1.00298 0.60467
H -2.98649 0.44698 -0.52729
H -2.07532 -1.91752 0.51699
H -1.29568 -1.62025 -1.06091
H 0.64683 0.52430 2.71899
H 0.81949 1.99717 1.74587
H 1.91189 0.61333 1.48939
H 1.39865 -1.17096 -0.72284
H 2.15891 -0.87731 -2.26692

[4]
Here is a 2-piece molecular cluster, C5H8N2O2S overall in a non-equilibrium geometry from OMol25. Energies are from the ωB97M-V functional and the def2-TZVPD basis.

Relative energy (zero: lowest compared OMol25 entry of this formula, charge and spin) ... 711.99 kJ/mol
Lowest unoccupied orbital energy ... -0.8 eV
Spin multiplicity ... 1
HOMO level ... -8.70 eV
Total energy ... -853.2722 Eh
SMILES ... C/C=N/[N+](=O)[O-].C=CC=S
F_max ... 4.2 eV/Å

Element x y z (Å)
C 0.56756 1.89743 0.93778
C 1.75498 1.30956 0.33259
N 1.75974 0.05362 0.20042
N 2.76613 -0.78434 -0.23092
O 2.91753 -0.81367 -1.40090
O 3.28813 -1.37852 0.64511
H -0.10125 1.16001 1.14011
H 0.11995 2.65802 0.18931
H 0.71393 2.56022 1.74182
H 2.50869 2.04945 0.23473
C -3.01552 -0.71599 -1.11045
C -1.79384 -0.66112 -0.60109
C -1.14772 -1.69361 0.26648
S -1.76219 -3.18181 0.61521
H -3.39044 0.09620 -1.77705
H -3.78174 -1.52181 -0.79050
H -1.25365 0.23486 -0.94767
H -0.15029 -1.26850 0.55503

Copy entry 3 word for word.
Here is a 2-piece molecular cluster, C5H8N2O2 overall in a non-equilibrium geometry from OMol25. Energies are from the ωB97M-V functional and the def2-TZVPD basis.

Relative energy (zero: lowest compared OMol25 entry of this formula, charge and spin) ... 360.62 kJ/mol
Lowest unoccupied orbital energy (alpha / beta) ... 0.4 / 0.3 eV
Spin multiplicity ... 1
HOMO level (alpha / beta) ... -7.27 / -6.89 eV
Total energy ... -455.2211 Eh
F_max ... 2.4 eV/Å

Element x y z (Å)
C -2.03958 0.18750 -0.10731
C 1.00453 0.63179 -1.48741
C -1.46265 -1.20813 -0.05275
C -0.07898 0.39705 0.73566
C 0.89368 0.91362 1.72837
N -1.20427 1.03936 0.36959
N 1.59315 -0.54003 -1.49174
O 0.93928 1.58609 -2.19236
O -0.22345 -1.00298 0.60467
H -2.98649 0.44698 -0.52729
H -2.07532 -1.91752 0.51699
H -1.29568 -1.62025 -1.06091
H 0.64683 0.52430 2.71899
H 0.81949 1.99717 1.74587
H 1.91189 0.61333 1.48939
H 1.39865 -1.17096 -0.72284
H 2.15891 -0.87731 -2.26692

- The lowest F_max belongs to which entry?
  number 2